No. 1
68
Properties=species:S:1:pos:R:3 method="wB97M-V/def2-TZVPD" spin_multiplicity=6 charge=+2
Mn -1.16 -0.05 -0.58
C -2.80 1.68 2.07
C -1.63 0.80 2.34
C -0.94 0.63 3.53
C 0.03 -0.32 3.28
N -0.08 -0.71 2.00
N -1.10 -0.01 1.41
B 0.72 -1.80 1.26
N 1.73 -1.00 0.29
C 3.00 -1.05 0.07
C 3.30 -0.07 -0.92
C 2.02 0.55 -1.23
C 1.77 1.63 -2.21
N 1.10 -0.02 -0.52
N -0.22 -2.59 0.34
C -0.28 -3.92 0.15
C -1.28 -4.19 -0.76
C -1.82 -2.95 -1.12
C -2.95 -2.66 -2.04
N -1.16 -2.00 -0.45
N 1.44 -2.70 2.20
C 0.89 -3.40 3.24
C 1.78 -4.35 3.62
C 2.89 -4.19 2.75
C 4.15 -4.99 2.73
N 2.67 -3.21 1.90
H -3.44 1.70 2.95
H -3.39 1.33 1.23
H -2.48 2.70 1.87
H -1.14 1.12 4.47
H 0.77 -0.75 3.92
H 3.62 -1.76 0.60
H 4.27 0.16 -1.34
H 2.23 2.56 -1.86
H 0.70 1.78 -2.36
H 2.22 1.38 -3.17
H 0.39 -4.58 0.68
H -1.60 -5.16 -1.11
H -3.70 -3.44 -1.97
H -2.60 -2.62 -3.07
H -3.42 -1.70 -1.81
H -0.10 -3.17 3.61
H 1.67 -5.06 4.42
H 4.51 -5.17 3.74
H 4.92 -4.46 2.17
H 3.99 -5.96 2.26
F -0.83 -1.80 -4.47
B 0.08 -0.95 -4.05
F -1.25 -0.12 -2.36
F 0.20 0.25 -4.59
F 1.01 -1.36 -3.19
C -2.87 2.78 -2.33
C -1.80 2.87 -1.30
O -1.52 1.85 -0.62
C -1.09 4.10 -1.03
C -0.16 4.15 0.02
C 0.53 5.32 0.28
C 0.29 6.45 -0.50
C -0.62 6.41 -1.54
C -1.32 5.24 -1.81
H -3.34 1.80 -2.31
H -2.42 2.93 -3.32
H -3.61 3.56 -2.19
H 0.01 3.27 0.63
H 1.23 5.37 1.10
H 0.83 7.36 -0.29
H -0.80 7.29 -2.14
H -2.03 5.22 -2.62



No. 2
66
Properties=species:S:1:pos:R:3 method="wB97M-V/def2-TZVPD" de_lowest_kcal_mol=11.8 spin_multiplicity=1 charge=+1
Y -0.12 0.31 0.37
C 0.54 -3.79 -2.66
N 1.54 -3.66 -1.60
C 2.85 -4.22 -1.92
C 1.37 -2.63 -0.71
N 0.43 -1.75 -0.78
N 2.26 -2.66 0.36
C 2.30 -1.80 1.46
N 2.93 -2.35 2.53
N 1.82 -0.62 1.42
H 0.72 -4.73 -3.17
H 0.61 -2.98 -3.39
H -0.46 -3.82 -2.24
H 2.71 -5.23 -2.30
H 3.50 -4.30 -1.05
H 3.37 -3.63 -2.67
H -0.12 -1.88 -1.62
H 2.75 -3.52 0.48
H 2.96 -3.35 2.63
H 2.85 -1.86 3.41
H 1.89 -0.16 2.32
O -1.26 2.01 0.03
C -1.22 3.15 -0.64
C -2.34 4.00 -0.63
C -2.33 5.20 -1.30
C -1.21 5.61 -2.03
C -0.11 4.79 -2.04
C -0.08 3.56 -1.36
C 1.14 2.74 -1.41
N 1.28 1.46 -1.07
C 2.60 1.11 -1.34
C 3.26 2.18 -1.83
N 2.32 3.20 -1.87
H -3.20 3.67 -0.07
H -3.21 5.83 -1.27
H -1.20 6.54 -2.57
H 0.75 5.09 -2.64
H 2.98 0.12 -1.14
H 4.28 2.32 -2.15
H 2.49 4.14 -2.17
Br -1.08 -2.74 4.36
C -2.12 -2.59 2.79
C -3.17 -3.51 2.59
C -3.95 -3.44 1.48
Br -5.36 -4.68 1.27
C -3.69 -2.47 0.49
C -4.43 -2.32 -0.71
C -4.08 -1.36 -1.62
C -2.97 -0.54 -1.35
N -2.26 -0.65 -0.25
C -2.62 -1.57 0.69
C -1.84 -1.57 1.90
O -0.92 -0.66 2.10
H -3.36 -4.27 3.34
H -5.27 -2.97 -0.90
H -4.64 -1.22 -2.53
H -2.66 0.23 -2.05
C 1.78 3.57 3.50
C 1.53 2.99 2.13
O 0.56 1.92 2.16
H 2.54 4.35 3.44
H 2.12 2.80 4.20
H 0.87 4.02 3.90
H 2.43 2.54 1.72
H 1.18 3.75 1.43
H -0.26 2.24 2.55



No. 3
66
Properties=species:S:1:pos:R:3 method="wB97M-V/def2-TZVPD" de_lowest_kcal_mol=45.6 spin_multiplicity=1
Sr 0.21 1.05 -0.28
N -1.51 1.22 2.91
C -0.20 1.40 3.11
N 0.24 1.35 4.36
C 1.54 1.50 4.52
N 2.03 1.44 5.77
N 2.42 1.72 3.53
C 1.90 1.76 2.31
N 0.61 1.60 2.02
C 2.86 1.98 1.21
C 4.22 2.07 1.49
C 5.12 2.23 0.46
C 4.64 2.34 -0.84
C 3.27 2.26 -1.03
N 2.40 2.07 -0.05
H -2.08 1.15 3.74
H -1.95 1.45 2.02
H 1.41 1.20 6.52
H 3.02 1.48 5.90
H 4.53 1.99 2.53
H 6.19 2.28 0.66
H 5.31 2.47 -1.68
H 2.86 2.35 -2.03
Cl 0.20 2.18 -3.17
C 0.02 3.93 -2.92
Cl 0.31 4.37 -1.24
H -1.00 4.20 -3.18
H 0.75 4.44 -3.54
C -4.49 -0.93 -2.14
C -3.34 -1.80 -1.69
C -3.53 -3.17 -1.50
C -2.48 -3.94 -1.02
C -2.67 -5.42 -0.82
C -1.25 -3.36 -0.71
C -1.00 -1.99 -0.94
C -2.11 -1.24 -1.43
N 0.15 -1.28 -0.71
C 1.50 -1.81 -0.59
C 2.34 -1.16 -1.72
C 1.74 -3.33 -0.73
C 2.08 -1.41 0.77
H -5.11 -1.45 -2.87
H -4.14 0.00 -2.58
H -5.13 -0.69 -1.28
H -4.49 -3.62 -1.72
H -3.73 -5.69 -0.83
H -2.23 -5.75 0.12
H -2.18 -5.98 -1.62
H -0.52 -4.00 -0.26
H -1.96 -0.18 -1.61
H 1.99 -1.53 -2.68
H 3.40 -1.40 -1.61
H 2.24 -0.07 -1.72
H 1.24 -3.73 -1.61
H 1.42 -3.87 0.15
H 2.82 -3.50 -0.85
H 2.15 -0.32 0.88
H 3.10 -1.81 0.90
H 1.45 -1.79 1.58
O -1.59 2.13 -0.53
N -2.58 1.99 0.28
C -3.76 2.31 -0.17
C -3.97 2.83 -1.48
N -4.08 3.26 -2.55
C -4.87 2.16 0.72
N -5.76 2.06 1.44



No. 4
73
Properties=species:S:1:pos:R:3 method="wB97M-V/def2-TZVPD" de_lowest_kcal_mol=18.8 spin_multiplicity=2 charge=+1
Ti -0.37 0.05 -0.23
N -2.95 0.73 -3.77
C -2.26 0.23 -2.72
S -2.19 1.22 -1.27
N -1.66 -0.91 -2.86
N -1.18 -1.43 -1.68
C -0.01 -2.00 -1.72
C 1.00 -1.62 -2.74
C 1.37 -2.32 -3.88
C 2.32 -1.78 -4.73
C 2.90 -0.55 -4.43
C 2.54 0.15 -3.29
C 1.60 -0.40 -2.44
O 1.25 0.25 -1.26
H -3.21 1.69 -3.77
H -2.89 0.24 -4.65
H 0.28 -2.55 -0.84
H 0.90 -3.26 -4.11
H 2.61 -2.31 -5.62
H 3.65 -0.13 -5.10
H 3.00 1.10 -3.04
C -2.56 -2.30 3.57
C -1.54 -1.65 2.62
N -2.07 -1.49 1.25
C -3.34 -0.74 1.26
C -4.37 -1.37 2.22
N -3.77 -2.64 2.75
C -3.40 -3.55 1.61
C -2.35 -2.84 0.73
H -2.87 -1.62 4.35
H -2.18 -3.23 4.01
H -0.65 -2.27 2.57
H -1.26 -0.68 2.99
H -3.72 -0.72 0.24
H -3.13 0.28 1.57
H -5.30 -1.63 1.72
H -4.56 -0.73 3.07
H -4.45 -3.11 3.34
H -4.32 -3.76 1.07
H -3.03 -4.47 2.05
H -2.70 -2.76 -0.29
H -1.42 -3.41 0.73
Se 1.41 0.92 4.52
C 0.48 -0.59 5.03
N -0.13 -1.52 5.34
N -4.64 7.13 3.35
C -4.06 5.89 3.47
C -4.25 4.92 2.47
C -3.63 3.69 2.57
C -2.80 3.42 3.65
C -2.59 4.37 4.64
C -3.22 5.60 4.55
S -2.02 1.85 3.78
O -3.04 0.84 3.99
O -1.00 1.97 4.80
N -1.40 1.53 2.34
C -0.46 2.32 1.81
S 0.05 3.90 2.34
C 1.07 4.04 0.95
C 0.97 2.94 0.19
N 0.14 1.95 0.68
H -5.42 7.22 2.72
H -4.69 7.71 4.17
H -4.89 5.14 1.63
H -3.77 2.95 1.80
H -1.94 4.15 5.47
H -3.06 6.35 5.31
H 1.66 4.92 0.78
H 1.48 2.77 -0.75
Cl 3.91 -1.55 -0.52
Ge 2.88 0.17 0.34
Cl 1.21 -1.13 1.39
Cl 3.29 -0.14 4.16



No. 5
83
Properties=species:S:1:pos:R:3 method="wB97M-V/def2-TZVPD" spin_multiplicity=1
C 0.15 -0.39 1.74
N 1.41 0.09 1.20
C 2.50 -0.87 1.13
C 3.54 -0.81 2.26
C 3.34 0.17 3.41
C 4.73 0.05 4.06
C 5.16 1.04 5.14
C 4.09 1.27 6.20
C 3.63 0.00 6.90
F 4.65 2.12 7.16
C 5.57 0.09 2.80
O 6.67 0.53 2.65
O 4.85 -0.42 1.77
H -0.01 -1.43 1.43
H 0.07 -0.36 2.84
H -0.69 0.19 1.33
H 1.69 0.96 1.64
H 2.07 -1.87 1.13
H 3.04 -0.75 0.18
H 3.67 -1.82 2.69
H 2.45 0.06 4.02
H 3.32 1.17 2.96
H 4.85 -0.98 4.43
H 6.04 0.64 5.65
H 5.46 1.99 4.69
H 3.24 1.81 5.76
H 2.93 -0.57 6.28
H 4.48 -0.64 7.14
H 3.12 0.27 7.83
C 9.25 5.24 1.84
C 9.81 5.54 0.44
C 9.05 6.55 -0.43
F 7.82 6.10 -0.72
F 9.72 6.73 -1.58
F 10.00 4.40 -0.25
F 11.03 6.12 0.65
O 8.51 4.05 1.98
C 7.15 4.02 1.88
C 6.70 2.99 0.83
F 7.15 3.35 -0.39
F 5.34 2.99 0.80
F 6.62 5.23 1.63
F 6.65 3.62 3.07
H 10.14 5.09 2.46
H 8.72 6.11 2.24
H 8.97 7.51 0.09
H 7.04 1.99 1.08
C -5.49 -1.51 -2.10
C -5.60 -2.10 -0.69
C -6.14 -1.18 0.42
F -5.30 -0.14 0.62
F -6.21 -1.88 1.57
F -4.43 -2.63 -0.30
F -6.52 -3.10 -0.77
O -4.20 -1.09 -2.50
C -3.77 0.20 -2.34
C -2.46 0.25 -1.53
F -2.67 -0.25 -0.29
F -2.07 1.54 -1.41
F -4.71 0.99 -1.79
F -3.48 0.70 -3.56
H -5.72 -2.34 -2.76
H -6.24 -0.74 -2.27
H -7.13 -0.81 0.16
H -1.69 -0.32 -2.03
C -9.71 -4.74 -6.64
C -9.89 -5.58 -5.37
C -10.57 -4.90 -4.17
F -9.83 -3.87 -3.71
F -10.69 -5.81 -3.17
F -8.72 -6.11 -4.98
F -10.73 -6.59 -5.71
O -8.42 -4.19 -6.85
C -8.09 -2.92 -6.46
C -6.84 -2.93 -5.56
F -7.09 -3.63 -4.44
F -6.55 -1.66 -5.21
F -9.11 -2.27 -5.88
F -7.75 -2.22 -7.57
H -9.83 -5.45 -7.46
H -10.50 -3.99 -6.73
H -11.57 -4.54 -4.44
H -6.00 -3.37 -6.09



No. 6
60
Properties=species:S:1:pos:R:3 method="wB97M-V/def2-TZVPD" spin_multiplicity=1
C 0.23 3.49 7.92
C -0.21 2.05 7.66
O -0.94 1.96 6.45
C -0.38 1.08 5.50
C 0.99 1.52 4.94
C 0.90 1.81 3.46
C 0.82 0.72 2.60
C 0.70 0.89 1.23
C 0.67 2.19 0.71
C 0.78 3.29 1.54
C 0.89 3.10 2.92
I 1.04 4.84 4.08
S 0.47 2.35 -1.04
C 1.49 0.99 -1.56
C 2.28 1.07 -2.69
C 2.98 -0.06 -3.12
C 2.89 -1.23 -2.37
C 2.13 -1.29 -1.22
C 1.41 -0.17 -0.79
N 0.59 -0.20 0.35
H -0.35 4.14 7.27
H 1.29 3.63 7.70
H 0.04 3.80 8.94
H 0.65 1.38 7.64
H -0.84 1.70 8.47
H -0.34 0.07 5.92
H -1.09 1.03 4.68
H 1.73 0.73 5.06
H 1.36 2.38 5.48
H 0.83 -0.28 3.02
H 0.77 4.28 1.12
H 2.31 1.99 -3.24
H 3.58 0.00 -4.01
H 3.42 -2.09 -2.73
H 2.09 -2.22 -0.67
H 0.66 -1.09 0.84
O -3.06 -1.27 -5.43
C -3.06 -0.73 -4.36
O -2.03 -0.83 -3.49
C -2.35 -0.16 -2.25
C -3.44 0.83 -2.61
C -4.16 0.12 -3.75
H -2.69 -0.92 -1.54
H -1.45 0.31 -1.86
H -4.07 1.09 -1.76
H -2.99 1.76 -2.98
H -4.95 -0.55 -3.38
H -4.57 0.80 -4.49
O 2.85 -3.82 -4.26
C 1.67 -4.00 -4.31
O 1.00 -4.71 -3.38
C -0.39 -4.82 -3.74
C -0.66 -3.66 -4.68
C 0.70 -3.50 -5.37
H -0.54 -5.79 -4.22
H -0.99 -4.78 -2.83
H -1.48 -3.84 -5.37
H -0.88 -2.76 -4.11
H 0.80 -4.14 -6.25
H 0.92 -2.47 -5.64



No. 7
57
Properties=species:S:1:pos:R:3 method="wB97M-V/def2-TZVPD" spin_multiplicity=3 charge=+1
C 2.00 2.57 1.15
C 1.08 2.77 0.06
C -0.17 2.16 0.42
H 1.26 3.33 -0.84
C -0.01 1.54 1.72
C 1.32 1.84 2.18
H -0.78 1.04 2.29
C 3.59 -0.55 -0.65
C 3.19 0.68 -1.28
C 1.92 0.46 -1.92
H 3.80 1.58 -1.38
C 1.46 -0.88 -1.55
C 2.53 -1.49 -0.78
H -1.10 2.25 -0.12
H 1.69 1.63 3.17
H 3.02 2.95 1.20
H 2.51 -2.52 -0.44
H 1.42 1.11 -2.63
H 4.58 -0.78 -0.29
Mo 1.43 0.59 0.33
C 0.18 -1.58 -1.97
C 0.48 -3.01 -2.42
C -0.52 -0.81 -3.10
H 1.18 -2.97 -3.27
H -0.45 -3.50 -2.72
H 0.94 -3.59 -1.61
H 0.15 -0.73 -3.96
H -0.82 0.20 -2.78
H -1.42 -1.36 -3.39
C -0.76 -1.57 -0.72
C -2.10 -2.30 -0.85
H -0.99 -0.52 -0.48
H -0.24 -2.01 0.15
O -2.37 -3.15 -1.70
N -3.05 -1.94 0.07
C -2.97 -0.90 1.09
H -3.88 -2.51 0.06
C -3.36 0.48 0.59
C -3.44 1.54 1.50
H -3.24 1.34 2.55
C -3.77 2.82 1.06
H -3.80 3.64 1.78
C -4.08 3.05 -0.29
H -4.36 4.04 -0.63
C -4.03 1.98 -1.19
H -4.28 2.13 -2.25
C -3.68 0.70 -0.76
H -3.69 -0.15 -1.45
H -1.95 -0.86 1.52
H -3.64 -1.19 1.92
C 4.59 -1.27 3.69
C 3.59 -0.88 2.63
O 2.63 -1.65 2.33
O 3.86 0.26 2.10
H 4.40 -2.27 4.08
H 4.54 -0.54 4.51
H 5.60 -1.20 3.28



no.,strongest force on any atom (hartree/bohr),E (Eh)
1,0.00769,-3044.6186
2,0.03111,-6781.5806
3,0.06382,-2505.3018
4,0.01983,-9552.7970
5,0.01456,-3858.9475
6,0.01319,-2058.1966
7,0.12241,-1279.7184